Molecular formula: C19H25AsF5NO9SeTi
Method: DFT, ωB97M-V/def2-TZVPD

Each line ends with the natural charge from an NBO analysis.
Positions of all 62 atoms, in Å:
Ti (-0.691, -0.834, 0.039)  1.85
O (-0.824, -1.925, 1.639)  -0.77
C (-0.436, -3.286, 1.641)  -0.07
C (-0.588, -3.852, 0.258)  -0.25
N (-0.291, -2.885, -0.739)  -0.45
C (1.144, -2.807, -1.066)  -0.36
C (1.980, -1.777, -0.359)  0.77
O (3.209, -2.033, -0.242)  -0.59
O (1.377, -0.681, 0.079)  -0.71
C (-1.159, -3.019, -2.012)  -0.33
C (-1.115, -1.628, -2.736)  0.78
O (-1.472, -1.460, -3.913)  -0.60
O (-0.594, -0.708, -1.957)  -0.71
H (-0.597, -1.118, 2.715)  0.53
H (-0.982, -3.908, 2.317)  0.20
H (0.625, -3.373, 2.014)  0.19
H (-1.629, -4.198, 0.113)  0.21
H (0.029, -4.784, 0.115)  0.22
H (1.200, -2.629, -2.178)  0.26
H (1.521, -3.805, -0.767)  0.23
H (-2.165, -3.300, -1.633)  0.24
H (-0.711, -3.838, -2.638)  0.24
C (0.976, 2.168, 3.777)  -0.64
C (-0.333, 2.229, 2.973)  0.16
C (-0.369, 3.346, 1.921)  -0.65
O (-1.511, 2.296, 3.855)  -0.70
C (-0.465, 0.799, 2.472)  0.89
O (-0.335, -0.201, 3.295)  -0.63
O (-0.848, 0.670, 1.242)  -0.68
H (1.111, 3.141, 4.284)  0.23
H (1.871, 1.946, 3.136)  0.26
H (0.865, 1.389, 4.539)  0.21
H (-0.078, 4.325, 2.344)  0.24
H (-1.448, 3.436, 1.618)  0.20
H (0.306, 3.189, 1.045)  0.29
H (-1.317, 1.644, 4.583)  0.48
F (6.624, -0.536, -0.711)  -0.30
C (5.652, 0.344, -0.922)  0.25
C (5.471, 1.511, -0.124)  0.26
F (6.261, 1.782, 0.938)  -0.31
C (4.329, 2.312, -0.337)  0.30
F (4.179, 3.437, 0.430)  -0.32
C (3.339, 2.011, -1.240)  -0.33
Se (2.037, 3.183, -1.654)  -0.44
C (3.626, 0.885, -2.006)  0.29
F (2.634, 0.557, -2.922)  -0.33
C (4.786, 0.152, -1.977)  0.30
F (4.953, -0.801, -2.876)  -0.30
C (-4.393, -0.197, -2.491)  -0.97
As (-3.312, 0.591, -1.078)  1.86
C (-4.390, 1.403, 0.339)  -0.96
C (-2.185, 1.859, -1.987)  -0.95
O (-2.534, -0.873, -0.243)  -1.00
H (-4.836, 0.548, -3.195)  0.27
H (-5.177, -0.811, -2.022)  0.25
H (-3.654, -0.788, -3.033)  0.28
H (-3.805, 2.159, 0.914)  0.28
H (-4.620, 0.544, 0.937)  0.26
H (-5.270, 1.934, -0.047)  0.26
H (-2.700, 2.774, -1.852)  0.25
H (-2.112, 1.685, -3.046)  0.28
H (-1.158, 1.805, -1.568)  0.31

Force components x, y, z for each atom (eV/Å):
Ti 2.0839 -1.0415 -0.7648
O -0.2125 -0.3038 -0.3339
C 2.1457 0.0176 0.3931
C -0.7968 -2.2579 0.0807
N -1.0629 2.0800 -1.4455
C 0.0078 -1.3587 -1.2324
C 3.7312 0.3626 0.8849
O -3.8000 0.9252 -0.2748
O -1.5899 -1.2930 -0.2668
C 1.0554 -0.2127 0.8721
C -0.0351 -0.2132 -1.6516
O 0.4356 -0.4820 2.8209
O -0.4424 0.0077 0.3492
H 0.3868 0.6356 0.1138
H -0.8319 -0.0625 0.6506
H -0.7193 0.2918 -0.5486
H 0.3415 0.3405 0.1722
H -0.4034 0.7905 0.2967
H 0.4584 -0.2644 1.1789
H 0.4327 0.6004 -0.7266
H 0.5253 0.3433 -0.6963
H -0.6455 0.7780 0.3518
C 0.2556 0.8593 0.2512
C 0.7869 -0.6845 1.0686
C -0.9564 -0.1269 -0.1176
O 1.2003 -0.4995 0.2989
C -1.0071 -0.2612 -1.2391
O -0.5036 0.8894 -1.8536
O 0.7191 -0.2100 1.4407
H 0.1140 -0.4588 -0.2702
H -0.8801 0.2375 0.4783
H 0.3079 0.1643 -0.1106
H -0.1442 -0.6484 0.1624
H 1.0446 0.0080 -0.1268
H -0.5434 -0.2260 0.5377
H -0.3909 1.0053 -0.8466
F 0.5475 -0.0501 0.1897
C 0.0381 1.8422 0.6671
C -1.0198 -0.7012 -0.3240
F 0.0698 -0.2368 -0.4754
C 1.1126 0.1506 1.3205
F 0.4922 -0.8634 -0.2651
C 1.8287 -1.0712 -0.2206
Se -2.4104 1.3009 -0.1792
C -1.8979 0.2770 -1.1748
F 1.4383 -0.2406 0.5039
C -1.1208 0.2782 0.5161
F 0.3643 -0.8957 -0.2985
C -0.2633 0.2009 0.4131
As -0.0645 -1.5214 0.0495
C 0.9855 0.8617 -0.3764
C 1.1518 -1.0615 0.7896
O -1.7639 2.7721 -1.3007
H 0.4366 -0.3598 0.8171
H 0.3347 0.1251 -0.3830
H -0.2071 -0.1862 -0.1226
H -0.1515 -0.8158 -0.3956
H -0.4443 -0.2218 0.5829
H 0.1731 -0.5029 -0.1352
H -0.1608 1.2094 0.4708
H -0.0600 -0.6492 -0.3705
H -0.4760 0.6277 -0.1955

Values from the calculation:
Lowest unoccupied orbital energy (eV): -1.8555
Energy above the lowest of the compared OMol25 structures with the same formula, charge and spin (kJ/mol): 227.2
Kohn-Sham gap (Ha): 0.132

***

Molecular formula: C19H25BaIN4O3S
Method: DFT, ωB97M-V/def2-TZVPD

Each line ends with the Mulliken charge.
Positions of all 54 atoms, in Å:
Ba (0.662, -0.122, -0.778)  1.29
C (-0.144, -4.189, 1.465)  -1.09
C (-1.152, -3.083, 1.375)  0.53
N (-2.423, -3.396, 1.295)  -0.68
C (-3.333, -2.410, 1.215)  -0.98
C (-3.000, -1.078, 1.222)  0.34
C (-4.088, -0.038, 1.215)  -0.80
O (-4.096, 0.732, 2.422)  -0.50
C (-1.635, -0.716, 1.320)  0.12
C (-1.366, 0.727, 1.494)  0.07
N (-1.416, 1.537, 0.509)  -0.19
C (-1.404, 2.925, 0.763)  0.04
C (-2.152, 3.446, 1.826)  0.17
C (-2.177, 4.804, 2.087)  -0.86
C (-1.460, 5.680, 1.285)  -0.55
C (-0.746, 5.188, 0.206)  -0.59
C (-0.735, 3.827, -0.061)  0.02
I (0.309, 3.229, -1.789)  0.09
C (-0.656, -1.731, 1.387)  0.64
O (0.623, -1.516, 1.383)  -1.16
H (-0.658, -5.146, 1.499)  0.37
H (0.480, -4.066, 2.352)  0.27
H (0.530, -4.163, 0.606)  0.22
H (-4.372, -2.715, 1.147)  0.35
H (-5.054, -0.525, 1.064)  0.43
H (-3.945, 0.683, 0.412)  0.30
H (-4.212, 0.122, 3.158)  0.34
H (-1.214, 1.095, 2.515)  0.70
H (-2.748, 2.760, 2.415)  0.41
H (-2.770, 5.174, 2.913)  0.41
H (-1.472, 6.744, 1.480)  0.37
H (-0.200, 5.864, -0.438)  0.37
N (2.375, 0.726, 3.582)  -0.42
C (2.900, 0.545, 2.363)  0.53
N (3.577, -0.598, 2.163)  -0.40
S (2.733, 1.720, 1.162)  -0.30
H (2.533, 0.081, 4.336)  0.18
H (1.889, 1.585, 3.763)  0.21
H (3.374, -1.404, 2.734)  0.21
H (3.866, -0.785, 1.218)  0.26
C (3.375, -2.287, -3.627)  -1.53
C (2.171, -1.392, -3.951)  1.47
C (1.126, -2.208, -4.722)  -1.53
C (2.641, -0.219, -4.822)  -1.51
O (1.618, -0.909, -2.773)  -0.72
H (3.829, -2.705, -4.529)  0.38
H (3.049, -3.106, -2.983)  0.33
H (4.127, -1.702, -3.093)  0.34
H (1.532, -2.619, -5.649)  0.37
H (0.274, -1.569, -4.963)  0.34
H (0.777, -3.029, -4.092)  0.34
H (3.087, -0.562, -5.759)  0.37
H (3.381, 0.367, -4.272)  0.33
H (1.790, 0.426, -5.052)  0.33

Force components x, y, z for each atom (eV/Å):
Ba 0.5084 -0.2778 -0.5574
C -0.0312 0.0383 -0.0172
C 0.0509 -0.0534 -0.0300
N -0.0038 -0.0118 0.0071
C 0.0661 0.0253 -0.0024
C -0.0635 -0.0656 -0.0316
C 0.0331 -0.0177 -0.0232
O -0.0035 0.0216 0.0238
C -0.2756 -0.3143 0.0395
C 0.1094 0.3341 0.0269
N 0.1322 -0.1274 -0.0717
C -0.0946 0.1658 0.2331
C 0.0342 -0.1299 -0.0092
C 0.0285 0.0472 -0.0248
C -0.0458 -0.0295 0.0544
C 0.0002 -0.0205 0.0019
C 0.1378 0.0231 -0.2273
I -0.1322 0.0578 0.1917
C -0.1126 -0.1060 0.0905
O -0.0393 0.3587 0.1348
H -0.0002 -0.0021 0.0020
H 0.0112 -0.0124 -0.0027
H 0.0134 -0.0114 0.0113
H -0.0003 -0.0021 0.0019
H -0.0051 0.0057 -0.0043
H 0.0002 0.0142 0.0086
H 0.0070 -0.0086 -0.0156
H 0.1032 -0.0024 -0.0332
H -0.0006 0.0120 -0.0041
H 0.0043 0.0176 -0.0036
H -0.0044 -0.0015 0.0047
H -0.0008 -0.0007 -0.0011
N 0.0379 0.0363 0.0078
C -0.1633 -0.0395 -0.0535
N -0.0217 0.0123 -0.0566
S -0.0562 -0.0796 -0.0659
H -0.0188 -0.0184 -0.0102
H 0.0018 -0.0020 -0.0008
H -0.0356 -0.0043 -0.0094
H 0.0268 0.0092 0.0145
C -0.1203 0.0555 0.0279
C 0.1033 -0.0137 -0.0974
C 0.0500 0.0692 0.1160
C -0.0601 -0.0481 0.0841
O -0.2163 0.1587 0.3942
H 0.0181 -0.0092 0.0047
H 0.0386 -0.0189 -0.0088
H 0.0182 -0.0249 0.0050
H -0.0158 -0.0105 -0.0116
H -0.0191 -0.0280 -0.0142
H -0.0243 -0.0205 -0.0388
H 0.0080 0.0257 -0.0146
H 0.0056 0.0142 -0.0246
H 0.0165 0.0101 -0.0204

Values from the calculation:
Lowest unoccupied orbital energy (eV): -0.0145
Energy above the lowest of the compared OMol25 structures with the same formula, charge and spin (kJ/mol): 11.5
Kohn-Sham gap (Ha): 0.291

***

Molecular formula: C19H25BrFN7O2Tl
Method: DFT, ωB97M-V/def2-TZVPD

Each line ends with the natural charge from an NBO analysis.
Positions of all 56 atoms, in Å:
Tl (0.747, 0.797, -0.356)  0.56
N (3.067, 0.493, 1.511)  -0.64
N (3.499, 1.791, 1.683)  -0.53
C (2.649, 2.879, 1.390)  0.88
O (3.029, 3.951, 1.903)  -0.76
O (1.604, 2.696, 0.643)  -0.86
H (2.624, 0.155, 2.366)  0.34
H (3.828, -0.118, 1.227)  0.34
H (4.194, 1.984, 2.397)  0.36
C (-1.323, 6.573, -0.798)  -0.63
C (-1.546, 5.139, -1.267)  -0.04
C (-2.677, 4.832, -2.039)  -0.18
C (-2.891, 3.530, -2.486)  -0.28
C (-1.978, 2.546, -2.085)  0.16
Br (-2.185, 0.756, -2.746)  0.05
N (-0.902, 2.802, -1.344)  -0.45
C (-0.705, 4.058, -0.898)  0.06
H (-1.951, 7.234, -1.398)  0.20
H (-0.284, 6.838, -0.904)  0.23
H (-1.593, 6.715, 0.232)  0.23
H (-3.320, 5.643, -2.318)  0.21
H (-3.770, 3.207, -3.058)  0.23
H (0.188, 4.234, -0.284)  0.26
F (-3.410, -0.124, 4.767)  -0.34
C (-2.578, 0.077, 3.753)  0.36
C (-2.896, 1.005, 2.759)  -0.31
C (-1.946, 1.216, 1.739)  -0.24
C (-0.767, 0.475, 1.706)  -0.39
C (-0.457, -0.421, 2.697)  -0.27
C (-1.345, -0.633, 3.778)  -0.31
H (-3.861, 1.527, 2.747)  0.20
H (-2.225, 1.860, 0.898)  0.19
H (0.486, -0.994, 2.648)  0.17
H (-1.119, -1.371, 4.558)  0.20
C (0.799, -3.005, 0.466)  -0.09
N (0.920, -2.203, -0.780)  -0.46
C (2.173, -2.618, -1.493)  -0.08
N (2.194, -4.063, -1.781)  -0.48
C (2.074, -4.784, -0.482)  -0.08
N (0.823, -4.454, 0.236)  -0.47
C (-0.326, -4.776, -0.635)  -0.08
N (-0.307, -4.036, -1.930)  -0.47
C (-0.260, -2.591, -1.614)  -0.09
C (0.996, -4.402, -2.590)  -0.08
H (-0.186, -2.763, 0.901)  0.21
H (1.576, -2.757, 1.198)  0.20
H (3.040, -2.353, -0.894)  0.20
H (2.244, -2.092, -2.461)  0.21
H (2.926, -4.531, 0.163)  0.19
H (2.121, -5.871, -0.693)  0.19
H (-1.254, -4.492, -0.128)  0.20
H (-0.323, -5.865, -0.846)  0.19
H (-1.178, -2.320, -1.076)  0.21
H (-0.237, -2.049, -2.602)  0.21
H (1.023, -3.861, -3.574)  0.20
H (0.979, -5.465, -2.808)  0.19

Force components x, y, z for each atom (eV/Å):
Tl -0.0832 -0.6231 -0.0861
N -0.3831 -0.8297 0.3435
N 0.3720 0.4659 -0.3671
C -0.7927 0.9326 -0.1958
O -0.3190 -0.4336 -0.4588
O 1.8378 0.6685 1.3617
H 0.1346 -0.2211 -0.2453
H -0.2122 0.1770 0.0588
H -0.4654 0.0663 -0.1145
C -0.2103 -0.8280 -0.6882
C -0.3008 -0.6607 0.3479
C 1.0792 -0.5447 0.1198
C -0.2216 -0.7081 0.3363
C 0.6956 1.0541 0.1104
Br -0.0757 0.3069 0.1920
N -1.0109 0.5920 -0.0110
C -0.3643 0.5630 -0.7276
H 0.1933 0.0893 0.0176
H 0.3480 0.2268 -0.0796
H -0.1354 -0.0812 0.5522
H -0.4781 0.1708 -0.1821
H 0.4277 0.4238 0.1500
H -0.2587 -0.3886 -0.1118
F -1.2033 -0.2139 1.0804
C 2.3313 -0.0866 -0.9902
C 0.3571 -0.1349 -0.1209
C -0.7643 -0.9385 0.5909
C 1.0162 0.9283 -2.1220
C -0.6556 -0.4142 1.2683
C -0.6011 0.4502 -0.7670
H 0.3394 -0.2469 0.2328
H 0.1624 0.0444 0.3325
H -0.4531 0.1878 0.1823
H -0.2950 0.4058 -0.1402
C -0.4539 0.3428 -0.1290
N 0.1268 -1.5551 -0.2896
C -1.1181 0.0806 -0.3103
N -0.5741 -0.3267 0.4336
C -0.3146 -0.1556 -0.4298
N 0.1075 -0.2485 -0.7055
C 0.1330 -0.0145 -0.4142
N 1.3402 -0.4650 0.5538
C 0.5417 0.3719 -0.7556
C -0.5245 1.1751 -0.3363
H 0.4300 0.0617 0.0406
H 0.0132 0.1644 -0.2872
H 0.0266 0.0264 0.1734
H -0.1502 0.0259 0.4584
H -0.1390 0.0794 -0.1819
H -0.1724 0.4643 0.1618
H 0.1595 -0.1805 0.0989
H -0.0511 0.5341 0.1045
H 0.2483 0.0504 -0.1018
H 0.0922 -0.2558 1.0462
H 0.1871 -0.3348 0.8820
H 0.0813 -0.2404 0.1187

Values from the calculation:
Total charge: -1
Lowest unoccupied orbital energy (eV): 2.4711
Energy above the lowest of the compared OMol25 structures with the same formula, charge and spin (kJ/mol): 0.0
Kohn-Sham gap (Ha): 0.200

***

Molecular formula: C19H25CdI2N14O
Method: DFT, ωB97M-V/def2-TZVPD

Each line ends with the natural charge from an NBO analysis.
Positions of all 62 atoms, in Å:
Cd (0.265, -0.520, -0.930)  1.71
I (1.490, 6.446, 2.826)  0.08
C (1.579, 4.611, 1.815)  -0.20
C (1.684, 4.588, 0.433)  -0.26
C (1.758, 3.366, -0.206)  -0.23
I (1.955, 3.320, -2.288)  0.10
C (1.729, 2.119, 0.468)  0.44
O (1.872, 0.996, -0.144)  -0.91
C (1.577, 2.202, 1.881)  -0.16
C (1.430, 0.937, 2.683)  -0.21
N (0.171, 0.224, 2.432)  -0.61
C (-0.968, 0.981, 2.919)  -0.27
C (-2.320, 0.523, 2.418)  0.24
C (-3.455, 1.225, 2.827)  -0.25
C (-4.688, 0.849, 2.340)  -0.16
C (-4.764, -0.233, 1.472)  -0.27
C (-3.592, -0.884, 1.148)  0.05
N (-2.392, -0.520, 1.608)  -0.46
C (1.522, 3.426, 2.529)  -0.22
H (1.712, 5.505, -0.139)  0.23
H (2.256, 0.256, 2.457)  0.19
H (1.517, 1.205, 3.747)  0.16
H (0.210, -0.685, 2.875)  0.35
H (-1.022, 1.000, 4.019)  0.17
H (-0.830, 2.017, 2.601)  0.24
H (-3.350, 2.075, 3.490)  0.21
H (-5.578, 1.402, 2.613)  0.21
H (-5.703, -0.548, 1.039)  0.22
H (-3.603, -1.720, 0.456)  0.19
H (1.417, 3.450, 3.607)  0.21
N (2.007, -0.405, -2.762)  -0.89
C (2.969, -1.481, -2.530)  -0.23
C (3.441, -1.410, -1.085)  -0.23
N (2.345, -1.697, -0.164)  -0.71
C (2.209, -3.051, 0.336)  -0.22
C (0.952, -3.678, -0.252)  -0.25
N (-0.153, -2.734, -0.140)  -0.91
H (1.562, -0.492, -3.668)  0.38
H (2.443, 0.509, -2.692)  0.39
H (3.840, -1.439, -3.195)  0.17
H (2.453, -2.428, -2.709)  0.21
H (3.781, -0.393, -0.883)  0.22
H (4.282, -2.094, -0.931)  0.17
H (2.314, -0.998, 0.567)  0.41
H (2.162, -3.031, 1.431)  0.18
H (3.069, -3.672, 0.061)  0.19
H (0.777, -4.658, 0.209)  0.17
H (1.102, -3.827, -1.326)  0.24
H (-0.517, -2.633, 0.799)  0.38
H (-0.916, -2.981, -0.757)  0.41
N (-2.225, -0.204, -3.484)  -0.60
C (-2.256, 0.713, -2.443)  0.44
N (-3.228, 1.595, -2.307)  -0.40
N (-2.869, 2.317, -1.223)  -0.12
N (-1.754, 1.892, -0.742)  -0.14
N (-1.317, 0.864, -1.512)  -0.59
C (-1.588, -1.436, -3.463)  0.43
N (-1.801, -2.353, -4.394)  -0.40
N (-0.976, -3.362, -4.057)  -0.12
N (-0.307, -3.068, -2.993)  -0.20
N (-0.673, -1.827, -2.581)  -0.58
H (-3.011, -0.150, -4.109)  0.41

Force components x, y, z for each atom (eV/Å):
Cd 0.7033 0.1163 -0.0629
I 0.0054 -0.0688 -0.0396
C -0.0056 0.1515 0.0188
C 0.0139 -0.0791 0.0220
C 0.0556 -0.0607 -0.0832
I -0.0298 0.0569 0.0701
C 0.0240 0.1339 0.0385
O -0.1305 -0.0710 0.1352
C -0.1905 -0.0216 0.0181
C 0.1265 -0.0841 0.1960
N 0.0074 0.2097 -0.2870
C -0.0572 -0.0368 -0.0647
C 0.1368 0.0162 0.0004
C -0.0061 0.0565 -0.0377
C 0.0097 0.0258 0.0078
C -0.0475 0.0397 -0.0070
C 0.0982 0.0605 -0.1254
N 0.1288 -0.3299 -0.1114
C -0.0446 -0.0306 -0.0496
H -0.0003 0.0102 -0.0012
H -0.0384 -0.0350 -0.0607
H 0.0831 -0.0011 0.0494
H -0.0894 -0.0406 -0.0399
H 0.0895 0.0498 0.0821
H -0.0737 -0.0380 -0.0555
H -0.0053 -0.0016 -0.0135
H -0.0084 -0.0118 0.0060
H -0.0032 -0.0076 0.0088
H 0.0033 -0.0163 0.0486
H -0.0045 -0.0187 0.0007
N 0.0550 -0.1126 -0.0313
C -0.0654 0.0651 -0.0297
C -0.1586 -0.0350 -0.0203
N 0.6092 0.2822 0.2383
C -0.1716 0.0782 -0.0399
C 0.1834 0.0634 -0.1906
N -0.3828 -0.3112 0.9441
H -0.0400 -0.0038 0.0278
H -0.0608 0.0003 0.0506
H 0.0069 0.0176 -0.0396
H 0.0378 -0.0206 -0.0234
H 0.0416 -0.0022 0.0051
H 0.0223 -0.0363 0.0127
H 0.1781 0.0292 -0.0113
H -0.0646 -0.0460 -0.0269
H 0.0669 0.0642 0.0432
H -0.1727 0.0584 0.0220
H -0.0573 -0.0855 0.1855
H -0.0524 -0.1680 0.2107
H 0.0495 -0.0555 0.0096
N 0.0639 -0.0964 0.0634
C 0.0196 -0.1316 -0.1645
N -0.0047 0.0527 0.0975
N 0.0203 0.0242 -0.0047
N -0.0913 -0.0006 -0.0091
N -0.1860 0.0469 0.2273
C 0.0932 0.1995 -0.0608
N 0.0559 -0.2963 -0.0534
N -0.1183 -0.0425 -0.1223
N -0.2130 0.2129 -0.3046
N -0.4137 0.2852 -0.6865
H -0.0009 -0.0093 0.0176

Values from the calculation:
Total charge: -1
Lowest unoccupied orbital energy (eV): 2.2373
Energy above the lowest of the compared OMol25 structures with the same formula, charge and spin (kJ/mol): 33.4
Kohn-Sham gap (Ha): 0.265